Version one
{"formula": "C5H6O", "method": "ωB97M-V/def2-TZVPD", "species": ["C", "C", "C", "O", "C", "C", "H", "H", "H", "H", "H", "H"], "xyz": [[0.01330, 1.32887, 0.27786], [-0.39115, -0.08227, 0.72435], [-1.36742, -0.79732, 0.01406], [-0.76882, -1.27358, -1.04750], [0.55744, -0.95831, -0.60819], [1.70361, -1.14435, -1.09799], [1.06845, 1.49289, 0.51738], [-0.11093, 1.47276, -0.79806], [-0.59090, 2.07467, 0.80662], [-0.42149, -0.16681, 1.81417], [-2.38420, -1.12672, 0.21293], [2.69210, -0.81984, -0.81563]], "homo_ev": [-7.5, -7.5], "molar_mass_g_mol": 82.10, "orbital_gap_ha": [0.2533, 0.2532]}



Version two
{"formula": "C5H6O", "method": "ωB97M-V/def2-TZVPD", "species": ["O", "C", "C", "C", "C", "C", "H", "H", "H", "H", "H", "H"], "xyz": [[-2.58146, -0.09760, -0.67334], [-2.13103, -0.25196, 0.43498], [-0.69222, -0.05890, 0.81574], [0.17323, 0.30463, -0.35905], [1.55894, 0.31446, -0.14482], [2.75732, 0.05336, -0.18796], [-2.78662, -0.55265, 1.27281], [-0.32994, -0.95998, 1.32385], [-0.66594, 0.73601, 1.58786], [1.28032, -1.01865, -1.35067], [-0.18676, 1.15829, -0.93999], [3.70507, 0.30202, 0.18354]], "homo_ev": [-8.2, -8.4], "molar_mass_g_mol": 82.10, "orbital_gap_ha": [0.2664, 0.3029]}



Which structure wins on stability? version one wins.



Version one
{"formula": "C5H6O", "method": "ωB97M-V/def2-TZVPD", "species": ["C", "C", "C", "C", "C", "O", "H", "H", "H", "H", "H", "H"], "xyz": [[0.95961, 1.40989, 0.77805], [0.24599, 1.27275, -0.29961], [-0.44077, 0.61105, -1.17920], [-0.45884, -0.91874, -0.71537], [-0.31109, -1.07641, 0.76932], [0.29811, -2.03093, 1.19036], [0.57666, 1.91950, 1.64523], [2.02374, 1.27552, 0.68359], [-0.84100, 0.99493, -2.11848], [0.35421, -1.44922, -1.22292], [-1.38978, -1.45747, -0.93351], [-1.02069, -0.50232, 1.40274]], "homo_ev": -9.8, "smiles": "C=C=CCC=O", "molar_mass_g_mol": 82.10, "orbital_gap_ha": 0.3957}



Version two
{"formula": "C5H6O", "method": "ωB97M-V/def2-TZVPD", "species": ["C", "C", "C", "C", "C", "O", "H", "H", "H", "H", "H", "H"], "xyz": [[-2.35758, -0.97764, 1.25132], [-1.52320, -0.56408, 0.48884], [-0.49431, -0.06419, -0.41780], [0.72608, 0.49006, 0.27359], [2.00378, 0.44754, -0.98803], [2.04613, -0.45673, -1.76959], [-3.10089, -1.34735, 1.92046], [-0.92752, 0.69840, -1.08043], [-0.14202, -0.87851, -1.06346], [0.50854, 1.47495, 0.77058], [1.11805, -0.16683, 1.06051], [2.14296, 1.34436, -0.44597]], "homo_ev": -8.9, "smiles": "C#CCCC=O", "molar_mass_g_mol": 82.10, "orbital_gap_ha": 0.3482}



Which structure wins on stability? version one wins.



Version one
{"formula": "C5H6O", "method": "ωB97M-V/def2-TZVPD", "species": ["C", "C", "C", "O", "C", "C", "H", "H", "H", "H", "H", "H"], "xyz": [[1.10556, -0.34736, -0.41401], [0.35514, 0.95021, -0.25853], [-1.09174, 0.59074, -0.28013], [-1.19814, -0.89106, -0.72118], [-0.09841, -1.05964, 0.21214], [-0.50479, 0.19786, 0.98787], [1.96951, -0.36795, 0.25645], [1.39194, -0.64693, -1.42518], [0.75051, 1.91506, -0.62926], [-1.79665, 1.44054, -0.36428], [0.07814, -2.04495, 0.65247], [-0.96108, 0.26347, 1.98364]], "homo_ev": -9.3, "molar_mass_g_mol": 82.10, "orbital_gap_ha": 0.3811}



Version two
{"formula": "C5H6O", "method": "ωB97M-V/def2-TZVPD", "species": ["C", "C", "C", "C", "C", "O", "H", "H", "H", "H", "H", "H"], "xyz": [[-0.49855, 0.70204, 1.03812], [0.42820, 0.25461, 0.42927], [1.75492, -0.78784, -0.76260], [-1.38873, 1.58571, 1.62832], [0.61409, -1.45228, -1.48947], [2.94927, -1.05851, -0.82486], [-0.92144, 2.05962, 2.53709], [-2.50476, 1.25088, 1.80575], [-1.32073, 2.39681, 0.86330], [-0.05155, -2.11178, -0.92642], [1.00281, -2.07903, -2.41269], [-0.06353, -0.76024, -1.88580]], "homo_ev": -9.5, "molar_mass_g_mol": 82.10, "orbital_gap_ha": 0.3552}



Version three
{"formula": "C5H6O", "method": "ωB97M-V/def2-TZVPD", "species": ["C", "C", "C", "C", "C", "O", "H", "H", "H", "H", "H", "H"], "xyz": [[1.92433, -1.34045, -0.66128], [1.06924, -0.69655, -0.10867], [-0.10436, -0.03377, 0.47872], [-0.16552, 1.47824, 0.26896], [-1.28810, -0.74890, -0.17318], [-2.10062, -0.20531, -0.87602], [2.68551, -1.90760, -1.15051], [-0.12828, -0.26933, 1.55355], [0.72642, 1.96527, 0.67136], [-0.25136, 1.71333, -0.79425], [-1.04701, 1.88547, 0.77362], [-1.32025, -1.84039, 0.01770]], "homo_ev": -9.9, "smiles": "C#C[C@@H](C)C=O", "molar_mass_g_mol": 82.10, "orbital_gap_ha": 0.3970}



Which structure wins on stability? version three wins.



Version one
{"formula": "C3H3FO2", "method": "ωB97M-V/def2-TZVPD", "species": ["C", "C", "C", "O", "H", "H", "O", "F", "H"], "xyz": [[0.01163, 0.33063, 0.77719], [-0.10264, -0.67801, -0.07197], [-0.65586, -1.40042, -0.93744], [-0.94624, -2.21712, -1.69524], [-0.77062, 1.04354, 0.92756], [0.76085, 0.64069, 1.49594], [-3.45651, 0.39227, 0.23924], [-3.21643, 0.72818, 1.54161], [-2.65433, -0.02929, -0.03129]], "homo_ev": -9.5, "smiles": "C=C=C=O.OF", "molar_mass_g_mol": 90.05, "orbital_gap_ha": 0.3097}



Version two
{"formula": "C3H3FO2", "method": "ωB97M-V/def2-TZVPD", "species": ["C", "C", "C", "H", "H", "H", "O", "O", "F"], "xyz": [[0.42300, -0.98640, 0.33970], [-0.19645, 0.00362, -0.76463], [-0.45035, 1.36657, -0.14175], [1.51418, -0.94052, 0.75515], [0.00320, -0.65354, 1.38113], [-1.72929, 2.18167, -0.28478], [-0.27071, -0.24723, -2.04772], [0.46989, 1.45847, 0.81868], [0.23653, -2.18263, -0.05576]], "homo_ev": -10.5, "molar_mass_g_mol": 90.05, "orbital_gap_ha": 0.3281}



Version three
{"formula": "C3H3FO2", "method": "ωB97M-V/def2-TZVPD", "species": ["O", "C", "C", "F", "H", "C", "O", "H", "H"], "xyz": [[-3.29738, -0.75172, 0.26846], [-2.40849, 0.19258, 0.29467], [-1.46384, 0.88046, 0.00298], [-0.70653, 1.93986, 0.10893], [-3.01945, -1.51736, 0.79170], [1.45686, 0.46861, 0.27761], [1.08038, -0.47391, 0.90969], [1.99873, 1.31180, 0.72600], [1.30897, 0.54715, -0.81479]], "homo_ev": -9.7, "smiles": "OC#CF.C=O", "molar_mass_g_mol": 90.05, "orbital_gap_ha": 0.3728}



Which structure wins on stability? version three wins.



Version one
{"formula": "C5H8N2O", "method": "ωB97M-V/def2-TZVPD", "species": ["C", "C", "O", "N", "C", "C", "C", "N", "H", "H", "H", "H", "H", "H", "H", "H"], "xyz": [[-1.98839, 0.90523, -0.82046], [-1.22822, 1.28825, 0.38601], [-1.11777, 2.14577, 1.20686], [-0.18066, 0.09020, 0.45853], [0.82238, 0.04361, 1.40166], [1.76692, -0.76954, 0.96037], [1.46261, -1.21050, -0.43246], [0.09925, -0.85340, -0.49932], [-2.19478, -0.22014, -0.87452], [-1.26249, 1.07845, -1.51630], [-2.94073, 1.50290, -0.94374], [0.71982, 0.46648, 2.35800], [2.71534, -1.09775, 1.40131], [2.11906, -0.52336, -1.15712], [1.50026, -2.26550, -0.57201], [-0.29261, -0.58069, -1.35681]], "homo_ev": -7.0, "smiles": "CC(=O)N1C=CCN1", "molar_mass_g_mol": 112.13, "orbital_gap_ha": 0.2837}



Version two
{"formula": "C5H8N2O", "method": "ωB97M-V/def2-TZVPD", "species": ["C", "N", "N", "C", "C", "C", "C", "O", "H", "H", "H", "H", "H", "H", "H", "H"], "xyz": [[-2.38435, -1.24482, -0.01880], [-1.12723, -1.38352, -0.26518], [-0.38332, -0.35002, -0.12278], [-0.73717, 1.01854, -0.01393], [0.83033, 1.28542, 0.00970], [1.02031, -0.16383, -0.48780], [2.09220, -0.96493, 0.27794], [3.19790, -1.15368, -0.15749], [-2.99368, -2.00414, 0.39895], [-2.73955, -0.27383, 0.16812], [-1.12027, 1.34667, 0.96698], [-1.29870, 1.49610, -0.93383], [1.25670, 2.11979, -0.59153], [1.24743, 1.51426, 1.06001], [1.28421, -0.09101, -1.53421], [1.85519, -1.15101, 1.24385]], "homo_ev": -8.5, "smiles": "C=NN1CC[C@H]1C=O", "molar_mass_g_mol": 112.13, "orbital_gap_ha": 0.3414}



Which structure wins on stability? version one wins.



Version one
{"formula": "C2H10NO2", "method": "ωB97M-V/def2-TZVPD", "species": ["C", "C", "N", "H", "H", "H", "H", "H", "H", "H", "H", "O", "H", "H", "O"], "xyz": [[-0.33475, -2.05488, -0.00622], [1.56523, -0.65937, 0.31197], [0.33364, -0.84759, 0.52154], [0.22004, -2.89350, 0.33866], [-0.19679, -2.09608, -1.07753], [-1.36250, -2.11006, 0.32491], [2.10655, -1.40100, -0.25317], [2.06690, 0.24928, 0.62216], [-0.24581, -0.09319, 0.87306], [-2.44838, 0.98418, -0.21033], [-2.12714, 0.94369, -1.64573], [-1.88603, 0.49488, -0.82991], [-0.06346, 2.47720, 0.36678], [1.15884, 2.92794, -0.48565], [0.86590, 2.32284, 0.20217]], "homo_ev": -15.5, "molar_mass_g_mol": 80.11, "total_charge": 1, "orbital_gap_ha": 0.3985}



Version two
{"formula": "C2H10NO2", "method": "ωB97M-V/def2-TZVPD", "species": ["C", "C", "N", "H", "H", "H", "H", "H", "H", "H", "H", "O", "H", "H", "O"], "xyz": [[-1.28535, -0.08417, 0.04985], [-1.05356, -1.15946, -0.71333], [-0.37549, 1.11888, -0.09468], [-2.20970, 0.15293, 0.59973], [-2.00392, -1.64166, -0.95876], [-0.07606, -1.55963, -0.85484], [0.56425, 0.79724, -0.45420], [-0.89393, 1.89099, -0.49784], [-0.00661, 1.46459, 0.83433], [-0.17964, 2.19045, 3.17045], [0.26093, 0.90260, 3.40998], [0.26486, 1.50224, 2.63315], [3.10421, -1.85654, -2.10308], [1.76025, -1.96273, -2.94178], [2.12974, -1.75573, -2.07896]], "homo_ev": -14.6, "molar_mass_g_mol": 80.11, "total_charge": 1, "orbital_gap_ha": 0.4070}



Which structure wins on stability? version one wins.